Below is C21H16Cl5N5O3RuS2 as an isolated structure, with properties calculated with wB97M-V/def2-TZVPD.

expectation value of S²	8.7744
electronic energy	-122487.7854	eV
2S+1	6
charge	+1

Each line ends with the Mulliken spin population.
Element x y z (Å)
1 Ru -0.362 -0.159 -0.242  3.91
2 Cl 4.495 -1.631 -3.012  0.00
3 Cl 2.877 -1.283 -0.369  0.01
4 Cl 0.665 1.081 -5.684  0.00
5 Cl -1.003 1.261 -3.005  0.02
6 Cl 3.438 -0.352 -5.648  0.01
7 S -3.279 2.063 2.778  0.08
8 S -2.368 2.755 0.045  0.13
9 O 0.352 -1.134 1.710  0.11
10 O 1.825 -2.697 3.176  0.02
11 O -2.779 -0.666 -0.456  0.04
12 N -1.079 0.347 2.726  0.46
13 N 0.335 -3.909 -0.948  0.00
14 N -1.257 -2.287 -0.712  0.05
15 N -1.198 0.921 1.550  0.08
16 N -3.561 -2.775 -0.845  0.00
17 C 1.289 0.434 -4.224  -0.01
18 C -2.538 -1.864 -0.670  -0.01
19 C -3.510 3.936 0.846  0.00
20 C -2.177 1.802 1.462  0.09
21 C -0.618 -0.833 5.199  0.02
22 C -0.343 -1.362 6.434  -0.01
23 C 1.043 0.040 -1.825  0.13
24 C 0.099 -1.252 4.064  0.02
25 C -3.261 -4.069 -1.121  0.00
26 C -0.193 -0.686 2.759  -0.03
27 C 2.520 -0.226 -4.210  0.04
28 C 1.388 -2.749 5.471  -0.02
29 C -4.371 3.146 1.802  0.00
30 C 2.263 -0.631 -1.857  -0.06
31 C 3.006 -0.779 -3.023  -0.02
32 C -0.946 -3.559 -0.951  0.01
33 C -1.985 -4.505 -1.199  0.00
34 C 0.670 -2.319 6.564  0.03
35 C 0.578 0.539 -3.040  -0.16
36 C -4.935 -2.299 -0.714  0.00
37 C 1.114 -2.233 4.204  0.02
38 H -1.759 -5.534 -1.432  0.00
39 H -1.390 -0.088 5.070  0.00
40 H 1.472 -2.297 2.358  0.00
41 H -5.061 -1.392 -1.299  0.00
42 H -4.907 3.793 2.494  0.00
43 H 0.614 -4.858 -1.119  0.00
44 H -0.893 -1.036 7.306  0.00
45 H -5.618 -3.067 -1.062  0.00
46 H -5.078 2.507 1.273  0.00
47 H -4.096 4.407 0.059  0.00
48 H -2.911 4.686 1.360  0.01
49 H -4.096 -4.737 -1.277  0.00
50 H 1.046 -3.221 -0.737  0.00
51 H 2.173 -3.487 5.564  0.00
52 H 0.896 -2.734 7.537  0.00
53 H -5.149 -2.063 0.328  0.00

***

Below is C21H16CrN9O2S2 as an isolated structure, with properties calculated with wB97M-V/def2-TZVPD.

expectation value of S²	0.7837
ΔE to the lowest compared entry with this formula, charge and spin	0.00	kJ/mol
2S+1	2
charge	0

Each line ends with the Mulliken spin population.
Element x y z (Å)
1 Cr 0.124 0.885 0.350  1.31
2 S 0.010 2.604 -1.261  -0.04
3 S -2.053 0.555 0.099  -0.08
4 O 3.661 0.700 -1.110  0.00
5 O 2.239 1.260 0.418  -0.01
6 N 0.106 0.621 3.203  -0.02
7 N -5.999 0.740 -4.635  0.00
8 N 2.540 -0.269 -3.264  0.00
9 N -0.491 -1.605 -1.963  0.00
10 N -0.148 1.450 2.300  -0.01
11 N 0.479 -1.146 -2.843  0.00
12 N 1.474 0.064 -1.172  -0.01
13 N -3.344 3.290 -6.368  0.00
14 N 2.540 0.689 -0.642  -0.01
15 C -5.030 1.054 -4.103  0.00
16 C -0.534 2.744 2.780  -0.02
17 C 0.929 -2.114 0.925  -0.03
18 C 0.482 -0.629 2.717  0.03
19 C 1.242 -3.104 1.848  -0.01
20 C 1.175 -2.860 3.219  0.01
21 C -2.907 2.317 -4.012  0.00
22 C -1.675 4.820 2.414  0.00
23 C -1.748 2.659 -3.338  0.00
24 C -0.535 4.425 4.491  0.00
25 C -3.557 0.922 -2.161  0.00
26 C 0.791 -1.611 3.660  -0.01
27 C -0.149 3.174 4.048  0.00
28 C 0.525 -0.843 1.330  -0.10
29 C -1.457 2.133 -2.074  0.00
30 C -3.150 2.858 -5.320  0.00
31 C -1.286 3.570 1.957  0.00
32 C -3.828 1.437 -3.419  0.01
33 C 1.540 -0.450 -2.407  -0.01
34 C -2.379 1.244 -1.485  0.00
35 C -1.302 5.251 3.677  0.00
36 H 2.572 -0.798 -4.117  0.00
37 H -0.230 4.760 5.473  0.00
38 H -2.269 5.459 1.774  0.00
39 H -1.047 3.345 -3.796  0.00
40 H -0.697 -2.575 -2.151  0.00
41 H 0.729 -1.369 4.714  0.00
42 H 1.422 -3.641 3.926  0.00
43 H 1.544 -4.084 1.497  0.00
44 H -1.327 -1.033 -1.990  0.00
45 H -1.576 3.233 0.972  0.00
46 H -1.601 6.231 4.028  0.00
47 H 0.453 2.524 4.667  0.00
48 H 3.346 0.252 -2.956  0.00
49 H 0.357 -1.240 -3.841  0.00
50 H -4.269 0.251 -1.697  0.00
51 H 0.980 -2.348 -0.131  0.00

***

Below is a 2-piece molecular cluster, C21H16F6N overall, with properties calculated with wB97M-V/def2-TZVPD.

electronic energy	-39825.0856	eV
charge	+1

Each line ends with the Mulliken charge.
Element x y z (Å)
1 F 6.138 1.035 -1.201  -0.24
2 F 5.665 2.136 -3.057  -0.22
3 F -5.765 2.134 -3.041  -0.22
4 F -5.497 3.115 -1.083  -0.24
5 F 5.399 3.114 -1.095  -0.24
6 F -6.238 1.038 -1.184  -0.24
7 N 0.038 -1.709 1.518  -0.27
8 C 0.120 -2.664 4.165  0.93
9 C -0.049 -0.065 -1.727  -0.08
10 C -1.650 1.874 -1.811  -0.20
11 C 0.171 -3.162 5.567  -1.35
12 C -2.945 2.326 -1.791  -1.20
13 C -2.451 -0.386 -1.654  -0.75
14 C -3.741 0.082 -1.651  -0.87
15 C 3.898 1.439 -1.717  0.33
16 C 0.640 -1.048 2.492  -0.33
17 C -0.513 -3.361 3.156  -0.55
18 C -1.351 0.498 -1.735  1.19
19 C 5.327 1.949 -1.768  0.90
20 C -4.000 1.438 -1.709  0.30
21 C 1.251 0.500 -1.694  1.19
22 C 2.843 2.330 -1.713  -1.17
23 C 1.548 1.879 -1.675  -0.25
24 C -5.426 1.949 -1.752  0.92
25 C 0.707 -1.472 3.801  -0.52
26 C -0.525 -2.851 1.877  -0.34
27 C 2.351 -0.386 -1.668  -0.72
28 C 3.640 0.082 -1.682  -0.85
29 H 3.069 3.384 -1.724  0.47
30 H -0.304 -2.455 6.247  0.32
31 H -1.024 -3.405 1.095  0.33
32 H 1.204 -3.302 5.890  0.32
33 H 2.171 -1.447 -1.614  0.40
34 H -4.582 -0.590 -1.607  0.47
35 H -3.169 3.380 -1.831  0.46
36 H -0.048 -1.141 -1.732  0.30
37 H 4.481 -0.591 -1.665  0.48
38 H 1.214 -0.883 4.546  0.41
39 H -0.992 -4.299 3.376  0.34
40 H 1.105 -0.111 2.220  0.37
41 H 0.773 2.607 -1.557  0.33
42 H -0.873 2.604 -1.898  0.31
43 H -2.269 -1.445 -1.574  0.41
44 H -0.343 -4.119 5.662  0.36

***

Below is C21H16F6N2O5PPdS2 as an isolated structure, with properties calculated with wB97M-V/def2-TZVPD.

expectation value of S²	2.0065
electronic energy	-85988.1403	eV
2S+1	3
charge	+1

Each line ends with the Mulliken spin population.
Element x y z (Å)
1 Pd 1.461 -0.086 -0.871  1.47
2 S 2.371 1.968 0.601  -0.01
3 S 4.428 1.701 -1.207  0.00
4 P -0.658 -0.537 0.031  0.18
5 F 0.952 2.819 2.574  0.00
6 F 6.712 1.697 -0.121  0.00
7 F 3.055 3.258 2.716  0.00
8 F 6.423 0.236 -1.746  0.00
9 F 5.640 -0.227 0.216  0.00
10 F 1.826 4.385 1.351  0.00
11 O 3.520 0.656 -1.729  0.02
12 O 1.494 1.010 -3.644  0.02
13 O 4.865 2.675 -2.132  0.00
14 O 1.252 2.060 -0.329  0.08
15 O 2.330 0.631 1.222  0.03
16 N 0.774 0.145 -2.888  0.11
17 N 3.736 2.407 0.036  0.01
18 C 0.163 -2.313 3.546  -0.02
19 C -1.720 2.009 -0.002  -0.01
20 C -3.549 -2.535 -1.898  0.00
21 C -1.458 -0.898 -2.698  0.00
22 C -2.418 -1.315 -3.613  -0.01
23 C 0.148 -3.652 3.237  0.03
24 C -0.429 -1.831 1.237  0.01
25 C -0.397 -3.196 0.950  0.01
26 C -2.685 -2.054 -0.935  0.02
27 C -3.425 1.491 2.158  0.00
28 C -1.672 0.779 0.667  0.01
29 C -3.449 2.713 1.510  0.01
30 C -3.400 -2.198 -3.240  0.00
31 C -2.588 2.954 0.426  0.00
32 C -0.117 -4.126 1.947  -0.02
33 C -0.124 -1.369 2.535  0.04
34 C 2.065 3.242 1.898  0.00
35 C -0.425 -0.050 -3.277  0.00
36 C -1.637 -1.233 -1.310  -0.01
37 C -2.548 0.494 1.752  0.01
38 C 5.906 0.756 -0.651  0.00
39 H -4.178 1.400 2.929  0.00
40 H -4.325 -3.179 -1.522  0.00
41 H -2.867 -2.395 0.084  0.00
42 H -4.054 3.475 1.918  0.00
43 H -0.569 -3.563 -0.066  0.00
44 H -2.463 -0.407 2.363  0.00
45 H -0.041 -5.179 1.654  0.00
46 H 0.408 -4.325 4.047  0.00
47 H -2.693 3.919 -0.064  0.00
48 H -0.173 -0.287 2.758  0.00
49 H 0.371 -2.026 4.554  0.00
50 H -1.111 2.081 -0.887  -0.01
51 H -0.681 0.515 -4.234  0.01
52 H 2.318 1.091 -3.243  0.00
53 H -4.054 -2.615 -3.973  0.00
54 H -2.310 -0.972 -4.640  0.00

***

Number 1: maximum force 0.02497 Eh/bohr. Number 2: maximum force 0.00738 Eh/bohr. Number 3: maximum force 0.01763 Eh/bohr. Number 4: maximum force 0.06618 Eh/bohr.